# 1
{"formula": "C44H50MnN3O4Se", "method": "wB97M-V/def2-TZVPD", "spin_multiplicity": 6, "homo_ha": [-0.185, -0.183], "total_charge": -1, "e_lumo_ev": [1.882, 1.793], "orbital_gap_ev": [6.909, 6.782], "elements": ["Mn", "O", "C", "O", "C", "C", "C", "N", "C", "C", "C", "C", "C", "C", "C", "N", "C", "C", "C", "C", "C", "N", "H", "H", "H", "H", "H", "H", "H", "H", "H", "H", "C", "C", "C", "C", "C", "C", "C", "Se", "C", "C", "C", "C", "C", "C", "O", "C", "C", "C", "C", "C", "C", "C", "C", "C", "O", "C", "C", "C", "C", "C", "C", "H", "H", "H", "H", "H", "H", "H", "H", "H", "H", "H", "H", "H", "H", "H", "H", "H", "H", "H", "H", "H", "H", "H", "H", "H", "H", "H", "H", "H", "H", "H", "H", "H", "H", "H", "H", "H", "H", "H", "H"], "xyz": [[0.020, -0.044, -0.307], [2.337, -4.192, 4.958], [1.142, -3.861, 4.851], [0.140, -4.191, 5.508], [0.854, -2.871, 3.693], [-0.424, -2.374, 3.478], [-0.641, -1.479, 2.442], [0.343, -1.105, 1.623], [1.592, -1.518, 1.867], [1.886, -2.408, 2.883], [2.640, -0.840, 1.032], [3.963, -1.262, 1.010], [4.871, -0.542, 0.251], [4.436, 0.565, -0.462], [3.095, 0.906, -0.396], [2.217, 0.227, 0.338], [-1.942, -0.777, 2.221], [-3.146, -1.290, 2.687], [-4.303, -0.566, 2.453], [-4.220, 0.633, 1.762], [-2.973, 1.062, 1.333], [-1.856, 0.383, 1.566], [-1.198, -2.687, 4.164], [2.885, -2.750, 3.117], [4.267, -2.136, 1.566], [5.907, -0.853, 0.209], [5.109, 1.148, -1.075], [2.701, 1.737, -0.971], [-3.175, -2.240, 3.200], [-5.259, -0.944, 2.791], [-5.100, 1.221, 1.542], [-2.869, 1.979, 0.764], [1.911, 2.324, -7.656], [2.275, 3.035, -6.346], [1.515, 4.360, -6.297], [3.779, 3.344, -6.345], [1.932, 2.137, -5.160], [1.069, 2.506, -4.142], [0.775, 1.632, -3.105], [-0.429, 2.254, -1.742], [-2.107, 1.529, -2.338], [-2.855, 2.314, -3.205], [-4.070, 1.871, -3.697], [-4.490, 0.613, -3.262], [-3.788, -0.208, -2.395], [-2.526, 0.245, -1.896], [-1.811, -0.463, -1.083], [-4.438, -1.563, -2.052], [-3.648, -2.465, -1.097], [-5.804, -1.305, -1.394], [-4.648, -2.362, -3.348], [-4.938, 2.678, -4.659], [-6.293, 2.980, -4.004], [-5.172, 1.873, -5.945], [-4.285, 4.006, -5.041], [1.316, 0.320, -3.018], [0.967, -0.494, -2.076], [2.261, -0.035, -4.030], [2.505, 0.869, -5.053], [3.025, -1.373, -4.094], [4.533, -1.083, -4.179], [2.591, -2.139, -5.352], [2.831, -2.313, -2.898], [2.123, 2.969, -8.513], [0.851, 2.065, -7.672], [2.481, 1.402, -7.781], [1.768, 4.962, -7.172], [1.771, 4.940, -5.408], [0.434, 4.202, -6.298], [4.041, 3.990, -7.188], [4.370, 2.430, -6.426], [4.068, 3.848, -5.422], [0.597, 3.480, -4.138], [-2.460, 3.280, -3.490], [-5.442, 0.248, -3.633], [-3.490, -1.993, -0.130], [-2.671, -2.727, -1.495], [-4.228, -3.381, -0.948], [-5.678, -0.725, -0.477], [-6.281, -2.254, -1.136], [-6.481, -0.755, -2.049], [-3.689, -2.567, -3.828], [-5.274, -1.829, -4.065], [-5.130, -3.317, -3.125], [-6.823, 2.060, -3.750], [-6.928, 3.560, -4.679], [-6.156, 3.550, -3.083], [-5.703, 0.942, -5.742], [-4.223, 1.619, -6.418], [-5.770, 2.452, -6.655], [-4.133, 4.645, -4.169], [-4.928, 4.543, -5.742], [-3.317, 3.852, -5.522], [3.197, 0.565, -5.831], [4.797, -0.500, -5.062], [5.091, -2.022, -4.218], [4.862, -0.527, -3.299], [2.772, -1.564, -6.262], [1.525, -2.369, -5.308], [3.141, -3.080, -5.430], [3.133, -1.843, -1.962], [3.460, -3.194, -3.060], [1.799, -2.629, -2.786]]}

# 2
{"formula": "C41H41Cl64FN5O", "method": "wB97M-V/def2-TZVPD", "spin_multiplicity": 1, "homo_ha": -0.429, "total_charge": 1, "e_lumo_ev": -3.056, "orbital_gap_ev": 8.608, "elements": ["C", "C", "C", "C", "C", "C", "C", "C", "C", "C", "C", "C", "C", "C", "C", "C", "N", "C", "N", "C", "N", "C", "C", "O", "F", "C", "C", "C", "N", "C", "C", "N", "H", "H", "H", "H", "H", "H", "H", "H", "H", "H", "H", "H", "H", "H", "H", "H", "H", "H", "H", "H", "H", "H", "H", "H", "H", "H", "H", "H", "H", "H", "H", "H", "H", "H", "H", "H", "H", "H", "H", "H", "H", "C", "Cl", "Cl", "Cl", "Cl", "C", "Cl", "Cl", "Cl", "Cl", "C", "Cl", "Cl", "Cl", "Cl", "C", "Cl", "Cl", "Cl", "Cl", "C", "Cl", "Cl", "Cl", "Cl", "C", "Cl", "Cl", "Cl", "Cl", "C", "Cl", "Cl", "Cl", "Cl", "C", "Cl", "Cl", "Cl", "Cl", "C", "Cl", "Cl", "Cl", "Cl", "C", "Cl", "Cl", "Cl", "Cl", "C", "Cl", "Cl", "Cl", "Cl", "C", "Cl", "Cl", "Cl", "Cl", "C", "Cl", "Cl", "Cl", "Cl", "C", "Cl", "Cl", "Cl", "Cl", "C", "Cl", "Cl", "Cl", "Cl", "C", "Cl", "Cl", "Cl", "Cl"], "xyz": [[6.776, -2.239, 1.107], [5.491, -2.818, 0.502], [4.342, -1.759, 0.587], [3.797, -1.349, -0.792], [2.277, -1.001, -0.750], [1.879, 0.135, -1.715], [0.588, -0.146, -2.532], [-0.079, 1.198, -2.886], [-1.129, 1.635, -1.851], [-1.650, 3.046, -2.172], [-2.348, 3.698, -0.949], [-3.880, 3.524, -1.109], [-4.627, 3.532, 0.218], [-6.169, 3.443, 0.095], [-6.736, 2.052, 0.444], [-5.923, 0.999, -0.345], [-6.657, -0.261, -0.580], [-6.669, -0.862, -1.768], [-7.414, -1.952, -1.673], [-7.894, -2.047, -0.444], [-8.717, -2.990, 0.049], [-9.028, -2.844, 1.465], [-10.096, -1.789, 1.737], [-9.849, -0.842, 2.454], [-11.304, -1.937, 1.204], [-9.236, -4.050, -0.745], [-9.606, -5.250, -0.148], [-10.141, -6.242, -0.923], [-10.341, -6.247, -2.238], [-9.972, -5.081, -2.763], [-9.457, -3.984, -2.113], [-7.395, -0.987, 0.251], [7.563, -2.987, 1.226], [7.155, -1.454, 0.445], [6.603, -1.777, 2.082], [5.669, -3.081, -0.541], [5.171, -3.683, 1.085], [4.758, -0.887, 1.097], [3.545, -2.176, 1.207], [3.928, -2.175, -1.493], [4.299, -0.446, -1.147], [2.046, -0.720, 0.279], [1.728, -1.901, -1.043], [1.667, 1.019, -1.104], [2.671, 0.399, -2.420], [0.894, -0.663, -3.445], [-0.057, -0.807, -1.946], [-0.501, 1.166, -3.893], [0.704, 1.962, -2.857], [-0.630, 1.600, -0.877], [-1.956, 0.916, -1.886], [-2.365, 2.914, -2.991], [-0.841, 3.666, -2.562], [-2.094, 4.755, -0.870], [-2.013, 3.154, -0.063], [-4.218, 4.345, -1.748], [-4.028, 2.609, -1.694], [-4.414, 4.487, 0.707], [-4.279, 2.762, 0.914], [-6.534, 3.733, -0.895], [-6.601, 4.165, 0.795], [-7.769, 1.960, 0.095], [-6.669, 1.847, 1.515], [-5.747, 1.425, -1.330], [-4.955, 0.801, 0.115], [-6.154, -0.479, -2.632], [-9.344, -3.782, 1.916], [-8.132, -2.540, 2.002], [-9.481, -5.412, 0.913], [-10.435, -7.151, -0.412], [-10.098, -4.995, -3.840], [-9.227, -3.089, -2.666], [-7.517, -0.729, 1.222], [0.054, 2.815, -7.164], [1.001, 4.286, -6.963], [-1.399, 2.910, -6.153], [-0.442, 2.650, -8.850], [1.017, 1.407, -6.647], [-14.325, -6.809, 0.602], [-12.622, -6.604, 0.135], [-15.345, -5.864, -0.486], [-14.759, -8.515, 0.491], [-14.550, -6.246, 2.263], [-6.137, 5.948, 3.850], [-4.441, 6.284, 3.496], [-7.166, 6.878, 2.756], [-6.455, 4.218, 3.626], [-6.489, 6.398, 5.521], [10.060, -5.407, -0.123], [8.405, -5.299, -0.732], [10.459, -3.948, 0.789], [10.200, -6.814, 0.935], [11.172, -5.578, -1.490], [-1.744, 8.643, 6.258], [-1.678, 9.429, 7.838], [-1.583, 9.859, 4.986], [-0.426, 7.473, 6.125], [-3.292, 7.806, 6.076], [3.974, 2.294, -10.317], [5.086, 3.517, -9.682], [3.178, 2.919, -11.766], [4.880, 0.833, -10.723], [2.754, 1.909, -9.094], [-7.941, 7.552, 9.649], [-9.624, 7.552, 9.108], [-7.567, 9.088, 10.431], [-7.688, 6.229, 10.791], [-6.878, 7.331, 8.248], [12.595, -10.250, 1.679], [12.625, -9.556, 3.305], [12.885, -8.975, 0.492], [13.845, -11.487, 1.538], [11.010, -10.978, 1.379], [3.967, 7.253, -7.307], [2.263, 7.623, -6.998], [4.072, 5.801, -8.314], [4.719, 8.613, -8.144], [4.820, 6.957, -5.780], [6.530, -9.201, -2.095], [6.803, -8.979, -3.827], [7.769, -8.331, -1.186], [4.934, -8.568, -1.665], [6.603, -10.924, -1.703], [1.684, 10.025, -3.736], [1.724, 10.736, -2.118], [1.887, 11.295, -4.946], [2.988, 8.845, -3.901], [0.129, 9.216, -3.987], [8.612, 7.165, -3.852], [8.956, 5.753, -2.846], [9.811, 8.422, -3.536], [8.673, 6.705, -5.557], [6.999, 7.782, -3.467], [13.951, -4.962, 2.558], [15.030, -3.582, 2.789], [12.495, -4.743, 3.534], [13.512, -5.086, 0.847], [14.773, -6.444, 3.060], [10.851, -4.196, 7.187], [12.020, -3.049, 7.849], [10.054, -3.478, 5.778], [11.686, -5.674, 6.699], [9.639, -4.578, 8.415], [-10.720, 11.052, 12.720], [-12.389, 11.459, 13.132], [-10.691, 9.562, 11.769], [-10.008, 12.364, 11.773], [-9.785, 10.820, 14.202], [14.361, -14.978, -0.881], [15.571, -13.844, -1.494], [15.024, -15.854, 0.504], [12.924, -14.084, -0.377], [13.930, -16.126, -2.153]]}

# 3
{"formula": "C4H7IN2", "method": "wB97M-V/def2-TZVPD", "spin_multiplicity": 1, "homo_ha": [-0.257, -0.275], "total_charge": 0, "e_lumo_ev": [-0.830, -0.650], "orbital_gap_ev": [6.171, 6.846], "elements": ["C", "C", "C", "C", "N", "N", "I", "H", "H", "H", "H", "H", "H", "H"], "xyz": [[2.957, -1.317, 0.182], [1.814, -1.050, -0.455], [0.701, -0.539, 0.261], [-0.624, -0.600, -0.029], [-3.310, 2.504, 0.070], [-1.159, 0.543, 0.283], [-3.392, 0.430, 0.096], [3.762, -1.832, -0.300], [3.058, -1.113, 1.229], [1.649, -1.350, -1.505], [1.101, 0.174, 0.995], [-1.211, -1.352, -0.629], [-2.840, 2.818, -0.839], [-2.509, 2.684, 0.640]]}

# 4
{"formula": "C3H10O3S", "method": "wB97M-V/def2-TZVPD", "spin_multiplicity": 1, "homo_ha": 0.015, "total_charge": -2, "e_lumo_ev": 6.039, "orbital_gap_ev": 5.618, "elements": ["C", "O", "C", "C", "S", "H", "H", "H", "H", "H", "H", "H", "H", "O", "H", "H", "O"], "xyz": [[0.031, -0.748, 0.373], [0.235, -0.553, -0.999], [-0.772, 0.458, 0.921], [-1.314, 0.126, 2.340], [-2.543, 1.114, 3.244], [1.031, -0.627, 0.970], [-0.328, -1.884, 0.619], [-0.106, 1.313, 0.957], [-1.692, 0.717, 0.407], [-1.869, -0.777, 2.293], [-0.312, -0.081, 2.914], [0.671, 1.223, -3.012], [-0.258, 0.442, -2.164], [-0.309, 1.106, -2.985], [3.251, -0.684, -1.651], [1.709, -0.565, -1.815], [2.576, -0.581, -2.410]]}

| no. | maximum force (hartree/bohr) |
| --- | --- |
| 1 | 0.00800 |
| 2 | 0.05659 |
| 3 | 0.05392 |
| 4 | 0.05766 |